1.
The following is a quantum chemistry calculation of a molecular structure, C23H30AuF5O6Te at a distorted geometry, from the OMol25 dataset.

Properties
⟨S²⟩ = 2.0281
Spin multiplicity = 3
Relative energy (zero: lowest compared OMol25 entry of this formula, charge and spin) = 35.4 kJ/mol
Electronic energy = -2248.6867 Ha
Total charge = -2
Frontier orbital gap (alpha / beta) = 3.06 / 2.87 eV

Last column: Mulliken charge in e.
Geometry (Å):
C: 0.170 -0.526 -4.119  2.934
C: -0.228 -1.072 -2.736  -1.913
C: 0.079 1.006 -3.900  -1.966
C: -1.068 1.219 -2.912  -0.038
H: -0.070 1.523 -4.842  0.351
H: 1.026 1.337 -3.482  0.550
C: -1.359 -0.160 -2.278  0.765
H: 0.639 -0.978 -2.085  0.501
H: -0.509 -2.122 -2.748  0.537
C: -1.456 0.129 -0.780  -1.105
H: -2.310 -0.536 -2.650  0.491
H: -1.947 1.554 -3.455  0.447
C: -0.862 2.165 -1.705  1.706
C: 1.599 -0.846 -4.508  -0.295
C: -0.859 -0.961 -5.169  0.002
O: -1.320 -0.200 -5.983  -0.594
O: 2.478 -1.189 -3.753  -0.622
O: 1.789 -0.611 -5.824  -0.273
O: -1.358 -2.221 -5.133  -0.336
C: -0.680 -3.365 -5.663  -0.648
H: -0.355 -4.063 -4.898  0.263
H: 0.175 -3.052 -6.260  0.271
H: -1.401 -3.857 -6.307  0.280
C: 3.015 -1.118 -6.380  -0.799
H: 3.871 -0.707 -5.852  0.312
H: 3.017 -0.800 -7.416  0.263
H: 3.046 -2.203 -6.313  0.332
O: -1.638 1.533 -0.662  -0.507
H: -0.546 -0.195 -0.260  0.260
H: -2.304 -0.350 -0.297  0.182
C: -1.469 3.533 -1.935  -1.788
C: 0.583 2.298 -1.240  -1.991
H: 1.175 2.893 -1.934  0.395
H: 1.078 1.335 -1.124  0.311
H: 0.596 2.800 -0.275  0.507
H: -1.279 4.191 -1.089  0.417
H: -2.545 3.451 -2.070  0.427
H: -1.043 3.992 -2.826  0.329
Au: -0.012 -0.230 3.599  1.290
C: -1.876 -0.299 5.019  -0.973
C: -2.353 -0.087 3.706  -0.363
C: -2.052 -1.229 2.936  -0.329
H: -2.808 0.815 3.339  0.503
C: -1.400 -2.155 3.772  -0.790
C: -1.300 -1.585 5.059  -0.773
H: -0.837 -2.038 5.918  0.527
H: -1.949 0.392 5.842  0.939
H: -2.251 -1.352 1.884  0.309
H: -1.019 -3.117 3.474  0.402
C: 2.198 0.496 4.118  -0.361
C: 1.810 -0.462 5.076  -0.575
C: 1.638 -1.693 4.405  -0.973
H: 1.675 -0.288 6.131  0.679
C: 1.885 -1.488 3.028  -0.653
C: 2.246 -0.134 2.861  -0.719
H: 2.445 0.356 1.925  0.505
H: 2.355 1.545 4.298  0.387
H: 1.351 -2.625 4.858  0.576
H: 1.830 -2.233 2.253  0.452
F: 0.323 3.859 6.361  -0.565
Te: 0.100 1.911 6.742  1.692
F: -0.163 -0.017 7.282  -0.571
F: 2.113 1.801 6.691  -0.567
F: 0.307 2.243 8.705  -0.537
F: -1.864 2.240 6.988  -0.550
O: -0.125 1.549 4.596  -0.921

***

2.
The following is a quantum chemistry calculation of a single C4H4O3 molecule, from the OMol25 dataset.

Properties
Spin multiplicity = 1
Relative energy (zero: lowest compared OMol25 entry of this formula, charge and spin) = 148.3 kJ/mol
Electronic energy = -380.4905 Ha
Total charge = 0
Frontier orbital gap = 9.44 eV
SMILES = CC(=O)C(=O)C=O

Last column: Mulliken charge in e.
Geometry (Å):
C: -1.605 0.280 -0.546  -0.941
C: -0.485 -0.658 -0.173  0.648
O: -0.472 -1.842 -0.423  -0.506
C: 0.627 -0.077 0.707  0.464
O: 0.332 0.262 1.832  -0.458
C: 2.078 0.104 0.252  -0.049
O: 2.465 1.211 -0.032  -0.411
H: -2.422 0.163 0.176  0.266
H: -1.986 0.009 -1.533  0.319
H: -1.282 1.325 -0.533  0.338
H: 2.750 -0.776 0.272  0.330

***

3.
The following is a quantum chemistry calculation of a molecular structure, C21H28BiClN3O2 at a distorted geometry, from the OMol25 dataset.

Properties
Spin multiplicity = 1
Relative energy (zero: lowest compared OMol25 entry of this formula, charge and spin) = 0.0 kJ/mol
Electronic energy = -1806.5257 Ha
Total charge = -1
Frontier orbital gap (alpha / beta) = 3.73 / 3.70 eV

Last column: Mulliken charge in e.
Geometry (Å):
Bi: 0.115 -0.026 0.420  1.111
Cl: 1.888 -0.210 -1.420  -0.630
N: 0.106 2.258 0.484  0.050
N: -0.079 -2.264 0.819  -0.050
C: -0.898 3.035 0.111  0.595
C: -0.892 -3.069 0.154  0.555
C: 1.194 3.043 1.094  1.482
C: 0.467 4.364 1.350  -0.863
C: 2.346 3.112 0.090  -1.478
C: 1.719 2.376 2.365  -1.822
H: 1.974 3.179 -0.943  0.239
H: 2.962 2.204 0.177  0.353
H: 2.968 3.985 0.323  0.394
H: 0.974 2.402 3.166  0.520
H: 2.628 2.905 2.683  0.532
H: 1.985 1.319 2.169  0.075
C: 0.901 -3.028 1.609  1.351
C: 0.675 -4.441 1.077  -0.767
C: 0.534 -2.931 3.083  -1.748
C: 2.315 -2.477 1.406  -1.653
H: 2.574 -2.457 0.340  0.415
H: 3.020 -3.113 1.956  0.457
H: 2.386 -1.452 1.814  0.186
H: -0.534 -3.137 3.219  0.394
H: 0.745 -1.929 3.476  0.329
H: 1.096 -3.712 3.619  0.441
O: -0.608 -4.348 0.299  -0.468
H: 0.578 -5.204 1.861  0.286
H: 1.468 -4.747 0.382  0.350
O: -0.762 4.293 0.476  -0.499
H: 1.050 5.259 1.112  0.277
H: 0.134 4.423 2.401  0.383
C: -2.119 2.545 -0.620  -1.782
C: -2.062 -2.609 -0.671  -1.579
C: -1.850 -1.280 -1.412  -0.074
H: -2.904 -2.488 0.034  0.420
H: -2.357 -3.412 -1.362  0.304
C: -2.207 -0.031 -0.803  0.605
C: -1.890 1.237 -1.390  -0.254
H: -2.833 -0.050 0.103  0.200
C: -1.321 1.236 -2.665  1.817
C: -1.064 0.011 -3.284  -1.167
C: -0.927 2.526 -3.338  -1.807
C: -1.278 -1.233 -2.687  1.584
H: -0.635 0.026 -4.289  0.111
C: -0.833 -2.496 -3.378  -1.900
H: -0.519 -2.268 -4.404  0.434
H: -1.641 -3.236 -3.423  0.321
H: 0.026 -2.955 -2.862  0.256
H: -1.748 3.254 -3.327  0.318
H: -0.652 2.334 -4.382  0.442
H: -0.055 2.991 -2.849  0.193
H: -2.497 3.341 -1.281  0.315
H: -2.898 2.384 0.147  0.440
N: -0.437 0.379 4.069  -0.880
C: -0.331 0.183 2.902  -0.117